Formula: CHClO3
Source: the Open Molecules 2025 dataset
Level of theory: ωB97M-V/def2-TZVPD

HOMO level (spin up / spin down) = -9.943 / -9.857 eV
HOMO-LUMO gap (spin up / spin down) = 8.125 / 9.570 eV
relative energy (zero: lowest compared OMol25 entry of this formula, charge and spin) = 141.9 kcal/mol
multiplicity = 1
energy = -724.36003 Ha

Last columns: bonded neighbours and bond lengths (Å).
Element x y z (Å)
1 C 0.177 -1.077 -0.283  O4 1.180, Cl5 1.730
2 O -0.774 1.518 0.339  O3 1.353, H6 1.069
3 O 0.554 1.280 0.435  O2 1.353
4 O 0.844 -0.166 -0.624  C1 1.180
5 Cl 0.338 -2.598 -1.092  C1 1.730
6 H -1.140 1.042 1.223  O2 1.069